# 1
13
Properties=species:S:1:pos:R:3 method="wB97M-V/def2-TZVPD" energy_ha=-394.3246 orbital_gap_ev="5.002 / 6.954" s_squared=2.008 multiplicity=3 homo_energy_ev="-0.7 / -4.4" total_charge=-1
C 0.628 0.922 -0.267
C -0.629 0.108 -0.373
N -1.778 0.684 0.002
N -0.125 -1.327 1.093
N -2.926 0.025 -0.171
O -2.977 -1.123 -0.562
O -3.910 0.699 0.254
H 0.990 0.823 0.774
H 0.621 2.064 -0.509
H 1.387 0.544 -0.961
H -0.682 -0.614 -1.069
H 0.081 -2.213 0.654
H -0.988 -1.399 1.664

# 2
13
Properties=species:S:1:pos:R:3 method="wB97M-V/def2-TZVPD" energy_ha=-467.9189 orbital_gap_ev=12.341 homo_energy_ev=-15.7 total_charge=+1
Na -0.377 -0.114 0.000
O 1.145 1.528 -0.765
H 0.980 2.312 -1.306
H 1.982 1.699 -0.314
O 0.389 -1.440 -1.993
H 0.072 -1.727 -2.859
H 1.007 -2.126 -1.708
O 0.489 -1.402 1.750
H 0.993 -0.970 2.453
H 0.759 -2.330 1.772
O -2.241 1.466 0.685
H -3.021 0.947 0.928
H -2.176 2.158 1.357

# 3
76
Properties=species:S:1:pos:R:3 method="wB97M-V/def2-TZVPD" energy_ha=-1707.7313 orbital_gap_ev=5.368 homo_energy_ev=-9.2 total_charge=+1
C 4.997 -0.059 -2.657
C 4.398 1.207 -2.644
C 3.011 1.324 -2.654
C 2.203 0.177 -2.621
C 0.728 0.376 -2.366
C -0.107 -0.759 -2.276
N -1.456 -0.755 -2.586
C -2.208 0.395 -2.629
C -3.589 0.365 -2.786
C -4.250 -0.904 -2.940
C -5.649 -0.947 -3.075
C -6.394 0.227 -3.061
C -5.752 1.480 -2.928
C -4.373 1.556 -2.801
C -3.432 -2.054 -2.951
C -2.085 -1.979 -2.765
O 0.305 1.545 -2.173
C 2.807 -1.088 -2.715
C 4.200 -1.204 -2.733
H 6.082 -0.146 -2.628
H 5.014 2.106 -2.627
H 2.537 2.306 -2.685
H 0.313 -1.753 -2.138
H -1.668 1.312 -2.445
H -6.122 -1.925 -3.199
H -7.477 0.176 -3.162
H -6.350 2.395 -2.936
H -3.855 2.517 -2.716
H -3.883 -3.033 -3.089
H -1.438 -2.852 -2.724
H 2.180 -1.976 -2.780
H 4.655 -2.193 -2.800
C 1.863 3.460 0.023
C 2.191 2.213 0.717
N 3.478 1.807 0.872
C 4.637 2.564 0.433
C 3.529 0.606 1.585
C 2.206 0.270 1.958
C 2.027 -0.795 2.833
C 3.146 -1.541 3.239
C 4.440 -1.237 2.781
C 4.648 -0.125 1.956
C 1.324 1.261 1.326
C -0.070 1.318 1.296
C -0.971 0.393 1.889
C -1.987 0.607 2.862
C -2.382 1.841 3.563
N -2.561 -0.587 3.170
C -3.573 -0.772 4.198
C -2.004 -1.609 2.399
C -1.008 -1.022 1.583
C -0.225 -1.830 0.768
C -0.420 -3.215 0.815
C -1.370 -3.790 1.678
C -2.183 -2.983 2.485
H 0.780 3.592 0.035
H 2.320 4.340 0.504
H 2.186 3.419 -1.027
H 5.543 2.034 0.735
H 4.633 2.656 -0.659
H 4.630 3.572 0.871
H 1.029 -1.008 3.215
H 3.010 -2.384 3.919
H 5.288 -1.856 3.073
H 5.631 0.174 1.596
H -0.497 2.189 0.801
H -1.788 2.665 3.158
H -3.447 2.075 3.408
H -2.196 1.783 4.649
H -3.825 -1.835 4.265
H -3.204 -0.419 5.172
H -4.481 -0.203 3.957
H 0.517 -1.351 0.128
H 0.188 -3.855 0.176
H -1.471 -4.873 1.722
H -2.925 -3.387 3.165

# 4
81
Properties=species:S:1:pos:R:3 method="wB97M-V/def2-TZVPD" energy_ha=-9195.8607 orbital_gap_ev=7.524 homo_energy_ev=-10.3 total_charge=+1
Ga -0.678 1.129 -0.940
Br -2.379 0.731 2.829
C -1.794 2.468 2.333
C -1.555 3.390 3.341
C -1.259 4.689 2.960
C -1.264 5.012 1.611
C -1.494 4.002 0.696
N -1.719 2.727 1.045
C -1.633 4.368 -0.758
O -1.972 5.453 -1.120
O -1.402 3.312 -1.544
H -1.623 3.098 4.379
H -1.070 5.446 3.709
H -1.109 6.020 1.255
O 5.673 -0.676 3.417
C 4.334 -0.597 3.458
O 3.710 -1.210 4.283
C 3.661 0.239 2.417
C 2.513 0.939 2.778
C 1.784 1.614 1.819
C 2.163 1.573 0.475
S 1.186 2.426 -0.737
C 3.340 0.916 0.128
C 4.087 0.255 1.095
H 6.035 -0.042 2.786
H 2.202 0.944 3.815
H 0.900 2.173 2.099
H 3.671 0.916 -0.902
H 4.981 -0.282 0.797
N -0.339 -0.291 0.418
C 0.203 -0.943 1.212
N 0.802 -1.667 2.091
C 1.757 -2.709 1.665
C 1.169 -4.111 1.918
C -0.103 -4.028 2.761
C 0.131 -3.122 3.966
C 0.406 -1.676 3.519
H 2.671 -2.544 2.237
H 1.990 -2.537 0.614
H 1.913 -4.703 2.453
H 0.974 -4.622 0.975
H -0.401 -5.026 3.081
H -0.930 -3.635 2.161
H 0.984 -3.493 4.538
H -0.728 -3.131 4.637
H 1.223 -1.231 4.087
H -0.474 -1.044 3.614
C 1.645 -0.360 -2.385
C 2.227 -1.268 -3.495
N 1.156 -1.839 -4.302
C 0.399 -0.753 -4.917
C -0.190 0.189 -3.836
N 0.161 -0.311 -2.478
C -0.355 -1.696 -2.349
C 0.278 -2.608 -3.432
H 2.012 0.659 -2.466
H 1.897 -0.723 -1.387
H 2.811 -2.085 -3.068
H 2.887 -0.700 -4.150
H -0.395 -1.190 -5.523
H 1.059 -0.204 -5.588
H -1.273 0.230 -3.904
H 0.176 1.211 -3.922
H -1.437 -1.653 -2.459
H -0.141 -2.055 -1.345
H -0.495 -3.079 -4.040
H 0.864 -3.404 -2.973
C -3.968 0.556 -3.461
As -3.036 0.956 -1.802
C -4.273 2.087 -0.834
C -3.544 -0.738 -0.876
S -2.097 3.130 -3.115
H -4.825 -0.070 -3.214
H -3.334 0.032 -4.173
H -4.289 1.501 -3.892
H -5.237 1.580 -0.831
H -4.355 3.048 -1.336
H -3.931 2.215 0.190
H -4.614 -0.746 -0.670
H -3.002 -0.831 0.066
H -3.318 -1.601 -1.500

# 5
122
Properties=species:S:1:pos:R:3 method="wB97M-V/def2-TZVPD" energy_ha=-4357.1628 orbital_gap_ev=6.971 homo_energy_ev=-9.3 total_charge=+1
Pb 0.611 -1.633 1.211
N -0.742 -0.743 -0.534
S -0.830 -0.967 -1.969
N -0.585 0.368 -2.914
S 0.794 1.038 -3.083
N 1.865 1.146 -1.989
S 1.714 1.651 -0.404
N 1.554 0.673 0.654
C 0.437 2.895 -0.502
C -0.838 2.460 -0.172
C -1.891 3.362 -0.237
C -1.660 4.675 -0.620
C -0.376 5.098 -0.949
C 0.685 4.208 -0.896
C 3.213 2.604 -0.287
C 3.564 2.935 1.016
C 4.707 3.688 1.234
C 5.489 4.093 0.160
C 5.135 3.744 -1.137
C 3.988 2.998 -1.369
C 1.697 0.284 -4.404
C 3.047 -0.003 -4.277
C 3.694 -0.612 -5.344
C 2.994 -0.919 -6.501
C 1.640 -0.619 -6.610
C 0.979 -0.014 -5.557
C 0.345 2.618 -3.739
C -0.973 3.045 -3.743
C -1.250 4.309 -4.247
C -0.227 5.107 -4.736
C 1.089 4.657 -4.726
C 1.384 3.403 -4.224
C -2.450 -1.365 -2.565
C -2.869 -1.157 -3.877
C -4.157 -1.522 -4.228
C -5.006 -2.083 -3.277
C -4.578 -2.271 -1.972
C -3.288 -1.908 -1.604
C 0.226 -2.225 -2.670
C 1.527 -2.271 -2.182
C 2.391 -3.246 -2.654
C 1.959 -4.166 -3.600
C 0.655 -4.119 -4.073
C -0.224 -3.151 -3.608
H -0.991 1.426 0.111
H -2.890 3.036 0.024
H -2.483 5.377 -0.657
H -0.199 6.126 -1.240
H 1.687 4.539 -1.138
H 2.957 2.585 1.843
H 4.992 3.949 2.244
H 6.383 4.677 0.335
H 5.755 4.050 -1.970
H 3.705 2.714 -2.373
H 3.566 0.228 -3.357
H 4.747 -0.850 -5.266
H 3.505 -1.397 -7.327
H 1.101 -0.858 -7.517
H -0.074 0.231 -5.625
H -1.751 2.407 -3.347
H -2.271 4.668 -4.256
H -0.454 6.089 -5.132
H 1.883 5.282 -5.113
H 2.404 3.038 -4.214
H -2.200 -0.708 -4.599
H -4.505 -1.365 -5.241
H -6.011 -2.367 -3.559
H -5.243 -2.699 -1.233
H -2.933 -2.028 -0.586
H 1.869 -1.549 -1.447
H 3.403 -3.289 -2.273
H 2.637 -4.930 -3.960
H 0.312 -4.845 -4.798
H -1.243 -3.137 -3.963
N 0.388 2.362 3.022
C 0.474 2.131 4.387
C 0.531 3.215 5.269
C 0.578 3.017 6.635
C 0.575 1.732 7.167
C 0.515 0.655 6.301
C 0.459 0.830 4.915
P 0.256 -0.570 3.782
C 0.977 -2.001 4.637
C 0.314 -3.224 4.692
C 0.948 -4.339 5.232
C 2.243 -4.241 5.715
C 2.915 -3.025 5.654
C 2.290 -1.915 5.111
C -1.475 -0.989 3.592
C -2.311 -1.154 4.799
C -3.628 -0.923 4.793
C -4.300 -0.461 3.585
C -3.611 -0.198 2.469
C -2.158 -0.424 2.339
H 0.554 3.309 2.724
H 0.765 1.661 2.391
H 0.542 4.222 4.866
H 0.622 3.875 7.294
H 0.612 1.575 8.237
H 0.509 -0.351 6.703
H -0.699 -3.316 4.319
H 0.421 -5.284 5.275
H 2.731 -5.109 6.139
H 3.927 -2.944 6.029
H 2.818 -0.969 5.066
H -1.808 -1.394 5.729
H -4.201 -1.028 5.705
H -5.363 -0.258 3.623
H -4.113 0.259 1.623
H -1.652 0.347 1.762
C -1.530 -1.794 2.259
C -2.268 -3.076 2.055
C -1.842 -3.926 1.020
C -2.467 -5.130 0.735
C -3.555 -5.542 1.494
C -3.992 -4.728 2.527
C -3.364 -3.517 2.803
H -1.004 -3.637 0.395
H -2.100 -5.747 -0.076
H -4.049 -6.482 1.285
H -4.835 -5.032 3.135
H -3.736 -2.923 3.626